[1]
{"formula": "C5H7FN2", "method": "ωB97M-V/def2-TZVPD", "homo_ev": -8.99, "relative_energy_ev": 2.502, "total_charge": 0, "smiles": "C[C@H]1N=CCN=C1F", "species": ["F", "N", "N", "C", "C", "C", "C", "C", "H", "H", "H", "H", "H", "H", "H"], "positions_angstrom": [[2.4320, 0.9098, 0.0586], [1.4639, -1.0475, -0.2320], [-1.0153, -0.2174, 0.9584], [0.2537, -1.9291, -0.3477], [-0.9065, -1.3271, 0.3784], [-0.1002, 0.8624, 0.6638], [1.3980, 0.1366, 0.1400], [-0.5368, 1.8916, -0.4359], [-1.7459, -1.8829, 0.5091], [-1.5373, 2.2307, -0.0986], [0.3272, 2.4994, -0.6114], [-0.0138, 1.3713, 1.5322], [0.1427, -1.8930, -1.3682], [0.3903, -2.8488, 0.1172], [-0.5519, 1.2439, -1.2638]], "forces_ev_per_a": [[1.355, 1.118, 0.157], [0.390, -0.896, 0.067], [-0.368, 1.586, -1.094], [0.934, 4.404, 2.069], [1.379, 1.196, -0.177], [2.931, -2.443, -2.845], [-4.973, -0.204, 0.954], [-0.206, -2.495, 2.010], [-2.248, -2.420, 0.425], [0.854, 0.568, -0.753], [-0.155, 1.254, 0.275], [1.040, 1.607, 2.869], [-0.810, -0.982, -2.450], [0.752, -1.892, 0.183], [-0.876, -0.402, -1.689]], "lowdin_charge": [0.12, 0.11, 0.07, -0.12, -0.14, -0.25, -0.32, -0.03, 0.07, 0.10, 0.07, 0.08, 0.09, 0.10, 0.05]}

***

[2]
{"formula": "C5H7FN2", "method": "ωB97M-V/def2-TZVPD", "homo_ev": -8.74, "relative_energy_ev": 3.925, "total_charge": 0, "smiles": "C#C/C(CF)=N\\NC", "species": ["F", "N", "N", "C", "C", "C", "C", "C", "H", "H", "H", "H", "H", "H", "H"], "positions_angstrom": [[-2.8708, -0.0588, 0.7786], [1.3126, -1.1202, -0.2348], [-0.0552, -1.2349, -0.2793], [-0.4358, 1.1504, -0.3520], [-0.0386, 2.3194, -0.2032], [-0.8464, -0.2308, -0.3694], [1.9935, -0.0348, 0.5138], [-2.2910, -0.6414, -0.3493], [2.9104, -0.4633, 1.0569], [1.3484, 0.3132, 1.2707], [-2.2401, -1.7204, -0.2404], [0.1685, 3.3494, -0.2321], [-2.8424, -0.3334, -1.2702], [2.3216, 0.7375, -0.1675], [1.5654, -2.0320, 0.0783]], "forces_ev_per_a": [[-0.304, -0.209, -0.325], [-0.602, 0.004, 0.193], [0.674, 0.442, -0.153], [1.057, 3.703, 0.596], [-1.912, -4.239, -0.950], [0.499, -0.067, 0.233], [1.623, -1.763, -0.076], [0.216, 0.722, -0.476], [-1.264, 0.397, -1.022], [-0.688, 0.773, 0.837], [-0.502, -0.071, -0.004], [0.277, 0.524, 0.115], [0.211, -0.124, 0.830], [-0.040, 0.243, 0.129], [0.755, -0.335, 0.073]], "lowdin_charge": [-0.05, -0.08, 0.05, -0.06, 0.14, -0.32, -0.10, -0.16, 0.11, 0.05, 0.11, 0.02, 0.13, 0.06, 0.09]}

***

[3]
{"formula": "C5H7FN2", "method": "ωB97M-V/def2-TZVPD", "homo_ev": [-6.68, -9.74], "relative_energy_ev": 0.000, "multiplicity": 3, "total_charge": 0, "s2": 2.032, "species": ["F", "N", "N", "C", "C", "C", "C", "C", "H", "H", "H", "H", "H", "H", "H"], "positions_angstrom": [[4.1968, -0.0147, -0.0092], [2.1864, 1.0000, -0.0002], [2.3041, -1.2871, 0.0185], [0.2945, -0.3972, 0.0034], [-0.0071, 2.0545, 0.0030], [0.8328, 0.8034, -0.0053], [2.8558, -0.1215, 0.0025], [-0.7192, -1.4180, -0.0128], [-0.7762, -1.9412, -0.9697], [-1.6708, -0.9054, 0.1656], [-1.0643, 1.8257, -0.0908], [-0.5757, -2.1397, 0.7913], [0.1756, 2.5864, 0.9344], [2.7796, -2.1707, -0.0115], [0.3127, 2.6890, -0.8192]], "forces_ev_per_a": [[0.024, 0.439, -0.030], [-1.893, 1.711, -0.019], [0.449, 0.822, -0.026], [-0.569, -2.123, -0.240], [0.349, 0.092, -0.010], [0.944, 2.423, 0.067], [0.843, -4.349, 0.053], [-0.742, 1.002, 0.269], [0.155, 0.009, 0.027], [-0.492, -0.459, -0.075], [-0.056, 0.014, 0.002], [0.172, -0.145, -0.032], [-0.089, 0.158, 0.038], [0.991, 0.217, 0.025], [-0.084, 0.190, -0.048]], "lowdin_charge": [0.08, 0.18, 0.17, 0.00, -0.03, -0.35, -0.52, -0.08, 0.09, 0.07, 0.07, 0.08, 0.08, 0.07, 0.08]}

***

[4]
{"formula": "C5H7FO", "method": "ωB97M-V/def2-TZVPD", "homo_ev": -10.07, "relative_energy_ev": 1.901, "total_charge": 0, "smiles": "F[C@H]1OC12CCC2", "species": ["F", "O", "C", "C", "C", "C", "C", "H", "H", "H", "H", "H", "H", "H"], "positions_angstrom": [[3.0875, -0.7819, 0.3413], [2.1186, 0.9613, -0.8994], [1.0070, 0.3404, -0.2863], [0.3565, -0.9132, -0.7441], [2.3704, 0.3197, 0.3060], [-0.9095, -0.4235, 0.1229], [-0.2938, 0.9404, 0.1878], [0.8000, -1.9074, -0.3925], [-1.8243, -0.5058, -0.5384], [-0.1558, 1.4848, 1.1598], [-0.5743, 1.4531, -0.6973], [2.4478, 0.9409, 1.1790], [0.1563, -0.8289, -1.7389], [-1.1467, -0.8308, 1.0837]], "forces_ev_per_a": [[0.892, -0.946, -0.359], [0.612, 0.256, -0.570], [1.717, -1.270, 1.377], [-0.206, -1.798, 3.964], [-3.149, 1.441, 0.486], [-1.086, -0.990, -2.318], [2.008, 1.021, 0.829], [-0.351, 1.411, -0.935], [0.730, 0.294, 1.072], [-0.862, -0.098, -1.104], [-0.889, 1.570, -0.209], [0.970, 0.312, 0.259], [-0.728, -0.461, -2.868], [0.341, -0.742, 0.378]], "lowdin_charge": [0.10, 0.10, -0.43, -0.05, -0.32, -0.14, -0.11, 0.14, 0.12, 0.14, 0.11, 0.16, 0.08, 0.09]}

***

[5]
{"formula": "C5H7FO", "method": "ωB97M-V/def2-TZVPD", "homo_ev": -10.37, "relative_energy_ev": 2.503, "total_charge": 0, "smiles": "C[C@@]1(O)[C@@H]2[C@@H](F)[C@@H]21", "species": ["F", "O", "C", "C", "C", "C", "C", "H", "H", "H", "H", "H", "H", "H"], "positions_angstrom": [[-3.0333, 0.4343, 0.4487], [0.6298, -1.6967, -0.2150], [-0.6876, 0.4082, -0.4710], [0.5026, -0.3076, 0.0146], [1.7126, 0.4927, -0.0931], [-0.6078, 0.2034, 0.9655], [-1.8024, -0.3791, 0.1287], [2.2856, 0.2556, -1.0406], [1.6486, 1.5646, -0.0023], [-2.1369, -1.4638, 0.0780], [-0.6126, 0.9152, 1.7828], [-0.7720, 1.2435, -1.1273], [2.3565, 0.1272, 0.7638], [0.5169, -1.7974, -1.2327]], "forces_ev_per_a": [[2.432, -1.482, -1.002], [-0.185, 0.255, -2.506], [-1.764, -0.646, -1.698], [-2.879, 0.371, 0.473], [3.576, -1.152, 0.553], [0.003, -1.539, -0.405], [-0.901, 1.166, 2.388], [-0.684, 0.228, 0.957], [-0.557, 0.265, 0.036], [0.768, 1.681, -0.150], [-0.042, -0.285, -0.086], [0.009, 0.499, -0.205], [-0.162, 0.595, -0.990], [0.386, 0.043, 2.636]], "lowdin_charge": [-0.11, -0.01, -0.14, -0.53, -0.03, -0.01, -0.08, 0.11, 0.09, 0.16, 0.14, 0.14, 0.11, 0.16]}

***

[6]
{"formula": "C5H7FO", "method": "ωB97M-V/def2-TZVPD", "homo_ev": -8.82, "relative_energy_ev": 4.138, "total_charge": 0, "smiles": "F[C@]12CCO[C@@H]1C2", "species": ["F", "O", "C", "C", "C", "C", "C", "H", "H", "H", "H", "H", "H", "H"], "positions_angstrom": [[-0.7655, 0.8483, -1.3591], [0.4051, -1.1772, -0.9770], [0.7702, 0.9986, 0.3907], [1.4794, -0.2284, -0.3353], [-1.9044, -0.2994, 0.0913], [-0.6817, 0.6005, 0.0396], [-0.5512, -0.9543, 0.0375], [1.1613, 1.9263, 0.0125], [2.1876, -0.9240, 0.3448], [2.0878, 0.1603, -1.1382], [-2.5213, -0.0367, -0.7089], [-2.3217, -0.5338, 1.1000], [-0.2983, -1.2433, 1.0649], [0.9527, 0.8628, 1.4374]], "forces_ev_per_a": [[0.582, 1.310, -0.301], [1.154, 1.263, 2.671], [-0.868, -2.581, -0.028], [1.121, -1.930, -0.224], [0.759, -0.425, 3.397], [0.435, -0.742, -1.397], [-0.217, 1.203, -0.426], [-0.335, 0.464, -0.100], [-1.839, 1.714, -1.285], [0.168, -0.305, -0.434], [-1.120, -0.129, -0.872], [-0.160, 0.295, -1.187], [0.293, -0.510, -0.489], [0.026, 0.373, 0.674]], "lowdin_charge": [-0.04, -0.08, -0.06, -0.09, 0.03, -0.30, -0.28, 0.10, 0.16, 0.09, 0.10, 0.13, 0.15, 0.10]}

***

[7]
{"formula": "C5H7FO2", "method": "ωB97M-V/def2-TZVPD", "homo_ev": -10.47, "relative_energy_ev": 0.529, "total_charge": 0, "smiles": "C=C[C@](C)(O)C(=O)F", "species": ["F", "O", "O", "C", "C", "C", "C", "C", "H", "H", "H", "H", "H", "H", "H"], "positions_angstrom": [[-1.5717, -0.0583, 1.8854], [1.8941, -0.3902, 1.0301], [0.1603, -0.8120, 3.0273], [0.4917, -0.0509, 0.6960], [-0.2112, -0.3615, 1.9926], [-1.3160, -1.1018, -0.6823], [0.4295, 1.4341, 0.2696], [-0.0305, -1.0212, -0.3943], [2.3386, 0.3912, 0.7510], [-1.6813, -1.7107, -1.5024], [0.8102, 2.0091, 1.0313], [-0.5627, 1.4626, -0.1277], [1.1269, 1.2833, -0.5359], [-2.1070, -0.4885, -0.2161], [0.6786, -1.7898, -0.8958]], "forces_ev_per_a": [[0.782, 0.127, -0.018], [-1.965, -0.208, -0.571], [-0.052, 0.582, -1.438], [1.863, -1.670, 0.882], [-1.276, -0.421, 1.691], [-1.075, 0.573, -0.597], [-0.322, -4.286, -1.498], [0.941, -0.993, -0.039], [1.148, 0.688, -0.179], [0.202, -0.279, 0.185], [0.231, 1.856, 1.564], [-0.572, 1.388, -0.022], [0.264, 1.146, -0.828], [0.711, -0.317, -0.197], [-0.882, 1.813, 1.066]], "lowdin_charge": [0.04, 0.00, 0.19, -0.45, -0.36, 0.01, 0.04, -0.08, 0.06, 0.06, 0.08, 0.09, 0.10, 0.08, 0.15]}

***

[8]
{"formula": "C5H7FO2", "method": "ωB97M-V/def2-TZVPD", "homo_ev": -10.43, "relative_energy_ev": 3.259, "total_charge": 0, "smiles": "C=C[C@@H](F)C(=O)CO", "species": ["F", "O", "O", "C", "C", "C", "C", "C", "H", "H", "H", "H", "H", "H", "H"], "positions_angstrom": [[-1.3269, 2.0638, -0.5511], [3.0594, -0.0359, -0.0874], [1.1528, 1.7362, 0.9480], [-0.6319, 0.6602, -0.4638], [0.7505, 0.8029, 0.1727], [-1.4417, -0.5732, -0.0947], [-2.4690, -0.5756, 0.7006], [1.7175, -0.4052, -0.2217], [-0.9587, -1.4281, -0.7841], [-0.3516, 0.3885, -1.5714], [2.9071, 0.5481, 0.9441], [-2.7481, 0.3339, 1.2300], [1.5493, -1.5015, 0.1948], [-2.8409, -1.4821, 0.8677], [1.6322, -0.5320, -1.2839]], "forces_ev_per_a": [[1.479, -3.912, 0.674], [-1.115, 2.813, 5.810], [-1.543, -4.128, -3.483], [0.111, 2.269, -2.983], [1.264, 1.725, 3.330], [2.793, 0.299, -2.484], [1.360, 2.678, 0.085], [0.106, -0.911, -0.275], [-1.674, 1.367, 2.166], [-0.626, 1.319, 1.692], [1.377, -2.083, -4.444], [-0.211, -0.354, -0.166], [-0.365, 2.363, -0.115], [-2.318, -3.300, 0.990], [-0.638, -0.146, -0.797]], "lowdin_charge": [-0.10, -0.13, 0.06, -0.17, -0.24, -0.14, 0.05, -0.26, 0.16, 0.16, 0.23, 0.10, 0.16, 0.02, 0.10]}